Molecular formula: C7H10S
Method: DFT, ωB97M-V with the def2-TZVPD basis set

```
! wB97M-V def2-TZVPD RIJCOSX def2/J DEFGRID3
* xyz 0 1
C 0.592 -0.002 -0.347
C 0.044 1.107 -0.020
C 2.058 0.539 -0.393
C 0.048 -1.371 -0.212
C 1.379 1.867 0.049
C -1.552 -1.457 0.118
C -2.016 -0.170 0.714
S -3.212 0.866 0.052
H 2.685 0.027 0.204
H 2.442 0.632 -1.344
H 0.112 -2.040 -1.103
H 0.657 -1.934 0.566
H 1.623 2.597 -0.670
H 1.718 2.182 1.062
H -2.110 -1.462 -0.890
H -1.781 -2.368 0.671
H -1.875 -0.134 1.728
H -2.567 1.962 0.460
*
```

Gap between HOMO and LUMO (spin up / spin down) in eV: 8.36 / 7.26
Relative energy (zero: lowest compared OMol25 entry of this formula, charge and spin) in kJ/mol: 587.2
LUMO level (spin up / spin down) in eV: 0.1 / -0.2
E_tot in eV: -18250.1300

Mulliken atomic charge list, values in e, 5 entries: 0.4586 -0.3960 -0.9233 -0.6434 -0.1947

***

Molecular formula: C34H23N4O4RuS
Method: DFT, ωB97M-V with the def2-TZVPD basis set

```
! wB97M-V def2-TZVPD RIJCOSX def2/J DEFGRID3
* xyz 0 6
Ru -0.475 0.189 1.063
O 2.522 -1.896 -0.820
C 1.429 -1.481 -0.173
O 1.435 -0.299 0.353
C 0.320 -2.322 -0.061
C 0.166 -3.692 -0.392
C -1.010 -4.318 -0.082
C -2.069 -3.621 0.556
C -1.870 -2.297 0.846
N -0.733 -1.683 0.538
C -2.833 -1.359 1.546
O -3.914 -1.721 1.927
O -2.347 -0.133 1.690
H 3.140 -1.154 -0.856
H 0.991 -4.213 -0.859
H -1.135 -5.368 -0.315
H -3.005 -4.094 0.813
N 0.981 0.670 4.960
C 1.957 -0.286 5.251
C 2.912 -0.039 6.234
C 3.878 -0.986 6.525
C 3.917 -2.185 5.825
C 2.981 -2.432 4.835
C 1.995 -1.495 4.556
S 0.708 -1.853 3.419
N 0.261 -0.314 2.921
C 0.332 0.754 3.753
C -0.222 1.976 3.317
C -0.479 3.090 4.149
C -1.067 4.207 3.623
C -1.405 4.245 2.255
C -1.145 3.135 1.489
N -0.561 2.033 1.975
H 1.036 1.523 5.488
H 2.890 0.905 6.769
H 4.610 -0.784 7.296
H 4.681 -2.919 6.047
H 2.993 -3.360 4.276
H -0.272 3.035 5.210
H -1.295 5.050 4.263
H -1.874 5.111 1.812
H -1.398 3.105 0.436
C -0.805 0.778 -0.791
C -0.768 0.762 -2.017
C -0.738 0.742 -3.414
C -1.972 0.498 -4.143
C -3.075 -0.081 -3.492
C -4.256 -0.322 -4.168
C -4.381 0.017 -5.510
C -3.315 0.626 -6.160
C -2.129 0.869 -5.490
C 0.566 0.935 -4.054
C 1.530 1.754 -3.451
C 2.775 1.932 -4.030
C 3.097 1.286 -5.217
C 2.164 0.444 -5.809
C 0.916 0.267 -5.235
H -2.981 -0.345 -2.446
H -5.088 -0.775 -3.644
H -5.303 -0.181 -6.040
H -3.414 0.925 -7.196
H -1.326 1.384 -5.999
H 1.282 2.257 -2.524
H 3.499 2.581 -3.554
H 4.068 1.431 -5.672
H 2.414 -0.087 -6.719
H 0.213 -0.421 -5.685
*
```

<S²>: 8.82
Gap between HOMO and LUMO (spin up / spin down) in eV: 6.13 / 5.42
Relative energy (zero: lowest compared OMol25 entry of this formula, charge and spin) in kJ/mol: 42.9
LUMO level (spin up / spin down) in eV: 0.1 / -2.3
E_tot in eV: -63195.9219

Mulliken atomic charge list, values in e, 5 entries: -0.3741 -0.5513 0.5434 -0.6581 0.1534

***

Molecular formula: C30H46Cl2N5O10PmSi
Method: DFT, ωB97M-V with the def2-TZVPD basis set

```
! wB97M-V def2-TZVPD RIJCOSX def2/J DEFGRID3
* xyz 0 5
C 3.263 -2.107 -7.016
C 2.617 -1.438 -8.193
H 3.325 -3.195 -7.156
H 2.701 -1.880 -6.098
H 4.291 -1.732 -6.875
C 2.629 -1.965 -9.431
C 3.251 -3.280 -9.767
H 2.194 -1.432 -10.278
H 3.006 -4.043 -9.011
H 4.349 -3.225 -9.854
H 2.869 -3.620 -10.739
Pm 0.495 -0.198 -0.607
Cl 2.403 0.358 -2.288
C -0.131 2.638 -2.079
O -0.624 1.563 -1.625
N -0.796 3.458 -2.889
C -2.186 3.212 -3.286
C -0.105 4.546 -3.576
H 0.901 2.956 -1.846
H -2.702 2.656 -2.497
H -2.229 2.615 -4.219
H -2.675 4.190 -3.432
H 0.830 4.738 -3.045
H -0.718 5.453 -3.557
H 0.141 4.298 -4.621
H -3.594 2.265 3.123
H -1.697 2.182 4.958
C -3.425 1.190 2.991
C -1.685 1.099 4.747
N -2.048 0.854 3.349
H -3.651 0.908 1.963
C -1.170 0.318 2.491
O -1.293 0.241 1.245
H -0.676 0.708 4.910
H -0.276 -0.085 2.992
H -4.109 0.673 3.676
H -2.400 0.592 5.411
H 0.417 -5.089 -1.006
H 0.203 -3.078 -3.195
C -0.686 -5.040 -1.060
C -0.763 -3.591 -3.096
N -1.112 -3.790 -1.687
H -1.094 -5.083 -0.041
C -1.377 -2.719 -0.941
O -1.362 -1.544 -1.410
H -1.537 -3.005 -3.598
H -1.509 -2.907 0.140
H -1.073 -5.868 -1.671
H -0.699 -4.576 -3.550
O 0.849 -0.518 -6.971
C 1.898 -0.141 -7.858
C 0.413 0.299 -9.923
C 1.496 0.648 -9.108
H -0.245 -0.519 -9.621
C 0.214 0.974 -11.137
H 2.601 0.461 -7.264
C 2.372 1.660 -9.523
H -0.637 0.712 -11.767
C 1.091 1.985 -11.544
C 2.190 2.314 -10.741
H 3.220 1.910 -8.885
H 0.907 2.549 -12.466
H 2.893 3.089 -11.054
Si -0.396 0.291 -6.209
Cl 1.708 -2.599 -0.274
C -1.969 -0.369 -6.971
C -0.334 2.132 -6.567
C -0.282 -0.119 -4.400
H -1.996 -0.123 -8.042
H -2.851 0.074 -6.486
H -2.023 -1.461 -6.862
H -0.185 -1.202 -4.228
H -1.146 0.248 -3.820
H 0.632 0.317 -3.959
H -0.240 2.295 -7.651
H 0.513 2.630 -6.078
H -1.258 2.633 -6.240
O 1.676 2.974 1.508
C 1.758 1.788 1.819
O 1.629 0.758 1.030
C 1.990 1.408 3.272
C 2.310 0.077 3.601
C 2.520 -0.316 4.937
C 2.371 0.600 5.987
C 1.991 1.912 5.678
C 1.809 2.322 4.331
N 1.646 2.808 6.767
O 1.821 2.390 7.935
O 1.197 3.945 6.506
N 2.813 -1.709 5.219
O 2.645 -2.535 4.295
O 3.222 -2.016 6.364
H 2.388 -0.666 2.810
H 2.511 0.297 7.022
H 1.508 3.353 4.138
*
```

<S²>: 6.00
Gap between HOMO and LUMO in eV: 7.44
LUMO level in eV: -1.3
E_tot in eV: -109261.9865

Mulliken atomic charge list, values in e, 5 entries: -1.4534 0.2099 0.4043 0.2290 0.2545

***

Copy entry 3 word for word.
Molecular formula: C30H46Cl2N5O10PmSi
Method: DFT, ωB97M-V with the def2-TZVPD basis set

```
! wB97M-V def2-TZVPD RIJCOSX def2/J DEFGRID3
* xyz 0 5
C 3.263 -2.107 -7.016
C 2.617 -1.438 -8.193
H 3.325 -3.195 -7.156
H 2.701 -1.880 -6.098
H 4.291 -1.732 -6.875
C 2.629 -1.965 -9.431
C 3.251 -3.280 -9.767
H 2.194 -1.432 -10.278
H 3.006 -4.043 -9.011
H 4.349 -3.225 -9.854
H 2.869 -3.620 -10.739
Pm 0.495 -0.198 -0.607
Cl 2.403 0.358 -2.288
C -0.131 2.638 -2.079
O -0.624 1.563 -1.625
N -0.796 3.458 -2.889
C -2.186 3.212 -3.286
C -0.105 4.546 -3.576
H 0.901 2.956 -1.846
H -2.702 2.656 -2.497
H -2.229 2.615 -4.219
H -2.675 4.190 -3.432
H 0.830 4.738 -3.045
H -0.718 5.453 -3.557
H 0.141 4.298 -4.621
H -3.594 2.265 3.123
H -1.697 2.182 4.958
C -3.425 1.190 2.991
C -1.685 1.099 4.747
N -2.048 0.854 3.349
H -3.651 0.908 1.963
C -1.170 0.318 2.491
O -1.293 0.241 1.245
H -0.676 0.708 4.910
H -0.276 -0.085 2.992
H -4.109 0.673 3.676
H -2.400 0.592 5.411
H 0.417 -5.089 -1.006
H 0.203 -3.078 -3.195
C -0.686 -5.040 -1.060
C -0.763 -3.591 -3.096
N -1.112 -3.790 -1.687
H -1.094 -5.083 -0.041
C -1.377 -2.719 -0.941
O -1.362 -1.544 -1.410
H -1.537 -3.005 -3.598
H -1.509 -2.907 0.140
H -1.073 -5.868 -1.671
H -0.699 -4.576 -3.550
O 0.849 -0.518 -6.971
C 1.898 -0.141 -7.858
C 0.413 0.299 -9.923
C 1.496 0.648 -9.108
H -0.245 -0.519 -9.621
C 0.214 0.974 -11.137
H 2.601 0.461 -7.264
C 2.372 1.660 -9.523
H -0.637 0.712 -11.767
C 1.091 1.985 -11.544
C 2.190 2.314 -10.741
H 3.220 1.910 -8.885
H 0.907 2.549 -12.466
H 2.893 3.089 -11.054
Si -0.396 0.291 -6.209
Cl 1.708 -2.599 -0.274
C -1.969 -0.369 -6.971
C -0.334 2.132 -6.567
C -0.282 -0.119 -4.400
H -1.996 -0.123 -8.042
H -2.851 0.074 -6.486
H -2.023 -1.461 -6.862
H -0.185 -1.202 -4.228
H -1.146 0.248 -3.820
H 0.632 0.317 -3.959
H -0.240 2.295 -7.651
H 0.513 2.630 -6.078
H -1.258 2.633 -6.240
O 1.676 2.974 1.508
C 1.758 1.788 1.819
O 1.629 0.758 1.030
C 1.990 1.408 3.272
C 2.310 0.077 3.601
C 2.520 -0.316 4.937
C 2.371 0.600 5.987
C 1.991 1.912 5.678
C 1.809 2.322 4.331
N 1.646 2.808 6.767
O 1.821 2.390 7.935
O 1.197 3.945 6.506
N 2.813 -1.709 5.219
O 2.645 -2.535 4.295
O 3.222 -2.016 6.364
H 2.388 -0.666 2.810
H 2.511 0.297 7.022
H 1.508 3.353 4.138
*
```

<S²>: 6.00
Gap between HOMO and LUMO in eV: 7.44
LUMO level in eV: -1.3
E_tot in eV: -109261.9865

Mulliken atomic charge list, values in e, 5 entries: -1.4534 0.2099 0.4043 0.2290 0.2545

***

> Which of these has the lowest E_tot?

C30H46Cl2N5O10PmSi